Record 1
The following is a DFT calculation (ωB97M-V/def2-TZVPD) of a cluster of 2 separate species, C5H14 in total in a non-equilibrium geometry.

ORCA input file:
```
! wB97M-V def2-TZVPD RIJCOSX def2/J DEFGRID3
* xyz 0 1
C -2.00823 0.70067 -2.00102
C -0.97654 -0.10261 -1.21360
C 0.37931 -0.26573 -1.91447
H -3.00820 0.47834 -1.62383
H -1.85529 1.77591 -1.89754
H -2.04098 0.42951 -3.05007
H -1.38299 -1.04358 -0.83652
H -0.81350 0.41761 -0.29775
H 0.72882 -1.29275 -1.98540
H 1.18363 0.30643 -1.44714
H 0.27569 0.10719 -2.92807
C 0.90038 -0.79058 2.05422
C 1.44371 0.43527 2.79256
H 1.43735 -1.71688 2.28625
H -0.15175 -0.90844 2.31620
H 1.07404 -0.78248 0.97303
H 0.73214 1.24453 2.63272
H 2.38286 0.72171 2.30138
H 1.69953 0.28587 3.83906
*
```

Calculated values
LUMO level in eV: 1.1
Orbital gap in eV: 12.36
HOMO energy in eV: -11.26
ΔE to the lowest compared entry with this formula, charge and spin in kJ/mol: 38.16
Largest force on an atom in eV Å⁻¹: 1.4
E_tot in Ha: -198.87462

***

Record 2
The following is a DFT calculation (ωB97M-V/def2-TZVPD) of a cluster of 2 separate species, C5H14 in total in a non-equilibrium geometry.

ORCA input file:
```
! wB97M-V def2-TZVPD RIJCOSX def2/J DEFGRID3
* xyz 0 1
C -3.11321 1.11492 -1.20983
C -2.28707 -0.10215 -1.04243
C -1.14887 0.20204 -0.06610
H -3.17011 1.69171 -0.28751
H -2.85804 1.87830 -2.00139
H -4.16059 0.75517 -1.30773
H -2.76620 -0.98587 -0.42066
H -2.03312 -0.61296 -1.93300
H -0.33602 0.78291 -0.54676
H -1.53436 0.78420 0.77031
H -0.62833 -0.62649 0.46699
C 3.04110 -0.25415 1.61339
C 2.87411 -0.98970 0.24074
H 4.01417 0.12424 1.83509
H 2.37813 0.61041 1.71553
H 3.04959 -0.97446 2.44238
H 2.04655 -1.61533 0.26814
H 3.78236 -1.49862 0.01926
H 2.84993 -0.28420 -0.55643
*
```

Calculated values
LUMO level in eV: 1.1
Orbital gap in eV: 11.87
HOMO energy in eV: -10.73
ΔE to the lowest compared entry with this formula, charge and spin in kJ/mol: 102.29
Largest force on an atom in eV Å⁻¹: 4.3
E_tot in Ha: -198.85020

***

Record 3
The following is a DFT calculation (ωB97M-V/def2-TZVPD) of a cluster of 2 separate species, C5H14 in total in a non-equilibrium geometry.

ORCA input file:
```
! wB97M-V def2-TZVPD RIJCOSX def2/J DEFGRID3
* xyz 0 1
C -0.10836 1.75050 -0.76684
C -1.17791 0.73667 -1.16742
C -2.55185 1.28268 -0.79952
H 0.32144 1.65540 0.23326
H -0.43602 2.79276 -0.90997
H 0.76659 1.67676 -1.41993
H -1.17653 0.56364 -2.24445
H -0.95803 -0.23278 -0.70108
H -3.16795 1.35292 -1.68264
H -3.06734 0.60486 -0.09845
H -2.61524 2.22498 -0.27645
C 2.47514 -1.65359 1.69153
C 1.22328 -2.04752 0.91412
H 2.81794 -0.68674 1.32341
H 2.21788 -1.65479 2.77277
H 3.28757 -2.38281 1.74810
H 0.33701 -1.72841 1.44860
H 1.24381 -3.11572 0.67564
H 1.29294 -1.47093 -0.01862
*
```

Calculated values
LUMO level in eV: 1.1
Orbital gap in eV: 12.29
HOMO energy in eV: -11.17
ΔE to the lowest compared entry with this formula, charge and spin in kJ/mol: 59.45
Largest force on an atom in eV Å⁻¹: 1.9
E_tot in Ha: -198.86651

***

Record 4
The following is a DFT calculation (ωB97M-V/def2-TZVPD) of a cluster of 2 separate species, C5H14 in total in a non-equilibrium geometry.

ORCA input file:
```
! wB97M-V def2-TZVPD RIJCOSX def2/J DEFGRID3
* xyz 0 1
C -1.85378 -0.86086 1.13948
C -1.11540 -1.02260 -0.18249
C -2.12905 -0.72433 -1.29162
H -2.19959 -1.81571 1.54501
H -1.20017 -0.45227 1.91342
H -2.78194 -0.28885 1.21190
H -0.63161 -1.99932 -0.17887
H -0.31742 -0.30623 -0.32501
H -2.97991 -1.42273 -1.28381
H -1.83675 -0.85528 -2.33713
H -2.63273 0.20996 -1.06029
C 1.85314 1.31151 -0.37806
C 3.06586 1.13085 0.55385
H 2.04624 0.79117 -1.29274
H 0.97385 0.92780 0.12966
H 1.63736 2.34701 -0.61540
H 2.95641 0.34184 1.31168
H 3.88869 0.65282 0.01674
H 3.25677 2.03521 1.12367
*
```

Calculated values
LUMO level in eV: 1.1
Orbital gap in eV: 12.08
HOMO energy in eV: -10.98
ΔE to the lowest compared entry with this formula, charge and spin in kJ/mol: 74.37
Largest force on an atom in eV Å⁻¹: 1.9
E_tot in Ha: -198.86083

***

Record 5
The following is a DFT calculation (ωB97M-V/def2-TZVPD) of a cluster of 2 separate species, C5H14 in total in a non-equilibrium geometry.

ORCA input file:
```
! wB97M-V def2-TZVPD RIJCOSX def2/J DEFGRID3
* xyz 0 1
C 0.37355 1.14839 1.63022
C -0.24601 2.15132 0.62695
C -0.79794 1.49875 -0.62099
H 1.28278 0.69327 1.26802
H -0.33932 0.51368 2.15406
H 0.68780 1.76363 2.48787
H -1.03822 2.59780 1.23373
H 0.44830 2.92468 0.30407
H -0.23716 0.70094 -1.10218
H -1.84654 1.22901 -0.55373
H -0.91134 2.24919 -1.42198
C -0.11073 -1.99307 -1.39845
C 0.70119 -2.37926 -0.13692
H -1.18258 -2.02865 -1.20844
H 0.20920 -0.98018 -1.58214
H 0.10140 -2.66538 -2.22177
H 0.12053 -2.60168 0.75562
H 1.42192 -1.59423 0.10650
H 1.36319 -3.22820 -0.32041
*
```

Calculated values
LUMO level in eV: 1.2
Orbital gap in eV: 12.51
HOMO energy in eV: -11.32
ΔE to the lowest compared entry with this formula, charge and spin in kJ/mol: 67.25
Largest force on an atom in eV Å⁻¹: 2.1
E_tot in Ha: -198.86354

***

Record 6
The following is a DFT calculation (ωB97M-V/def2-TZVPD) of a cluster of 2 separate species, C5H14 in total in a non-equilibrium geometry.

ORCA input file:
```
! wB97M-V def2-TZVPD RIJCOSX def2/J DEFGRID3
* xyz 0 1
C -0.73751 -1.30884 2.11951
C -1.05436 0.08122 1.59376
C 0.12212 1.03921 1.68358
H 0.16826 -1.73828 1.69347
H -1.54877 -2.01062 1.92666
H -0.59906 -1.28259 3.20852
H -1.53855 0.05842 0.61442
H -1.87738 0.45391 2.22741
H 0.13004 1.80934 0.90307
H 0.20882 1.55170 2.64198
H 1.06551 0.48756 1.59953
C 0.21069 0.54168 -2.91710
C 1.18063 -0.34974 -2.14182
H -0.59498 0.01711 -3.42077
H -0.21977 1.32946 -2.30696
H 0.74677 1.10648 -3.67386
H 1.22242 -0.10486 -1.07984
H 2.21461 -0.28503 -2.46863
H 0.90050 -1.39613 -2.20292
*
```

Calculated values
LUMO level in eV: 1.1
Orbital gap in eV: 12.35
HOMO energy in eV: -11.21
ΔE to the lowest compared entry with this formula, charge and spin in kJ/mol: 26.71
Largest force on an atom in eV Å⁻¹: 1.2
E_tot in Ha: -198.87899